Entry 1:
{"formula": "C41H75ClN3O3", "method": "the ωB97M-V functional and the def2-TZVPD basis", "species": ["C", "C", "C", "C", "C", "C", "C", "C", "C", "C", "C", "C", "C", "Cl", "C", "C", "C", "O", "O", "C", "C", "O", "C", "C", "C", "C", "C", "N", "C", "C", "C", "C", "C", "C", "H", "H", "H", "H", "H", "H", "H", "H", "H", "H", "H", "H", "H", "H", "H", "H", "H", "H", "H", "H", "H", "H", "H", "H", "H", "H", "H", "H", "H", "H", "H", "H", "H", "H", "H", "H", "H", "H", "H", "H", "H", "H", "H", "H", "H", "C", "C", "N", "C", "C", "C", "C", "H", "H", "H", "H", "H", "H", "H", "H", "H", "H", "H", "H", "H", "H", "H", "C", "C", "N", "C", "C", "C", "C", "H", "H", "H", "H", "H", "H", "H", "H", "H", "H", "H", "H", "H", "H", "H"], "coordinates": [[-2.312, -2.404, 6.328], [-1.913, -1.411, 5.777], [-1.479, -0.179, 5.114], [-2.606, 0.532, 4.361], [-3.071, -0.103, 3.012], [-2.154, -1.169, 2.477], [-0.988, -0.804, 1.863], [-0.662, 0.651, 1.665], [-1.134, 1.153, 0.279], [-0.114, -1.798, 1.412], [1.161, -1.381, 0.741], [2.251, -1.062, 1.795], [3.156, 0.088, 1.351], [3.742, 1.021, 2.745], [-0.423, -3.132, 1.658], [0.561, -4.198, 1.261], [1.487, -4.525, 2.396], [1.524, -3.950, 3.434], [2.333, -5.586, 2.130], [3.662, -5.230, 2.000], [4.590, -6.333, 2.352], [3.957, -4.137, 1.615], [-1.595, -3.471, 2.298], [-1.853, -4.903, 2.692], [-3.149, -5.551, 2.162], [-1.668, -5.086, 4.232], [-0.781, -6.278, 4.588], [-2.458, -2.492, 2.644], [-3.751, -2.834, 3.261], [-4.937, -2.931, 2.276], [-4.842, -2.171, 0.943], [-4.367, -3.009, -0.244], [-5.224, -4.231, -0.609], [-6.723, -4.124, -0.305], [-2.706, -3.258, 6.823], [-1.130, 0.493, 5.900], [-0.611, -0.372, 4.483], [-2.277, 1.551, 4.167], [-3.464, 0.601, 5.023], [-3.126, 0.689, 2.269], [-4.082, -0.461, 3.122], [-1.120, 1.252, 2.443], [0.409, 0.795, 1.763], [-0.428, 1.853, -0.158], [-2.079, 1.678, 0.402], [-1.310, 0.334, -0.415], [0.978, -0.479, 0.161], [1.524, -2.118, 0.033], [1.776, -0.785, 2.734], [2.874, -1.934, 1.973], [2.643, 0.787, 0.695], [4.023, -0.289, 0.817], [0.092, -5.108, 0.895], [1.205, -3.870, 0.449], [5.604, -6.042, 2.109], [4.331, -7.224, 1.781], [4.493, -6.581, 3.406], [-1.067, -5.502, 2.250], [-3.416, -5.152, 1.186], [-2.960, -6.615, 2.027], [-3.977, -5.474, 2.859], [-1.316, -4.165, 4.692], [-2.658, -5.273, 4.653], [0.002, -6.452, 3.851], [-1.369, -7.188, 4.689], [-0.295, -6.120, 5.548], [-3.966, -2.118, 4.040], [-3.635, -3.770, 3.787], [-5.807, -2.564, 2.820], [-5.162, -3.970, 2.046], [-5.834, -1.791, 0.704], [-4.209, -1.291, 0.998], [-3.328, -3.310, -0.075], [-4.340, -2.349, -1.113], [-4.841, -5.146, -0.157], [-5.127, -4.381, -1.683], [-7.270, -4.776, -0.983], [-6.965, -4.458, 0.702], [-7.115, -3.122, -0.461], [-1.303, 0.769, -4.161], [-1.330, 2.257, -4.474], [-0.579, 3.061, -3.527], [-0.833, 4.488, -3.654], [-0.414, 5.189, -4.952], [0.811, 2.683, -3.347], [1.723, 2.670, -4.581], [-1.647, 0.580, -3.141], [-1.962, 0.235, -4.846], [-0.305, 0.343, -4.273], [-2.368, 2.597, -4.439], [-0.994, 2.401, -5.513], [-0.357, 4.991, -2.808], [-1.908, 4.635, -3.516], [0.665, 5.329, -5.013], [-0.869, 6.180, -4.992], [-0.741, 4.643, -5.837], [0.837, 1.684, -2.897], [1.245, 3.341, -2.589], [1.249, 2.193, -5.440], [2.634, 2.111, -4.358], [2.027, 3.674, -4.870], [7.304, 7.263, -4.558], [6.219, 7.475, -3.513], [4.876, 7.395, -4.059], [3.850, 7.873, -3.151], [3.615, 7.098, -1.847], [4.565, 6.177, -4.784], [4.706, 4.841, -4.041], [7.178, 7.955, -5.391], [8.283, 7.439, -4.112], [7.305, 6.246, -4.952], [6.337, 8.475, -3.090], [6.385, 6.769, -2.683], [2.909, 7.931, -3.705], [4.104, 8.906, -2.894], [3.093, 6.157, -2.019], [2.993, 7.695, -1.176], [4.548, 6.884, -1.325], [5.198, 6.140, -5.674], [3.546, 6.273, -5.168], [5.634, 4.783, -3.470], [4.716, 4.021, -4.763], [3.874, 4.662, -3.361]], "total_charge": 1, "e_lumo_ev": -3.085, "multiplicity": 1}

=====

Entry 2:
{"formula": "C41H75FN2O21S6", "method": "the ωB97M-V functional and the def2-TZVPD basis", "species": ["C", "C", "C", "F", "C", "C", "C", "C", "N", "C", "C", "C", "C", "N", "C", "C", "C", "O", "C", "C", "C", "C", "C", "O", "C", "C", "C", "C", "O", "H", "H", "H", "H", "H", "H", "H", "H", "H", "H", "H", "H", "H", "H", "H", "H", "H", "H", "H", "H", "H", "H", "H", "H", "H", "H", "H", "C", "C", "O", "S", "C", "O", "O", "H", "H", "H", "H", "H", "H", "H", "H", "C", "C", "O", "S", "C", "O", "O", "H", "H", "H", "H", "H", "H", "H", "H", "C", "C", "O", "S", "C", "O", "O", "H", "H", "H", "H", "H", "H", "H", "H", "C", "C", "O", "S", "C", "O", "O", "H", "H", "H", "H", "H", "H", "H", "H", "C", "C", "O", "S", "C", "O", "O", "H", "H", "H", "H", "H", "H", "H", "H", "C", "C", "O", "S", "C", "O", "O", "H", "H", "H", "H", "H", "H", "H", "H"], "coordinates": [[2.994, 1.721, 6.388], [1.797, 1.974, 7.288], [0.471, 2.267, 6.602], [0.544, 3.440, 5.849], [-0.138, 1.128, 5.802], [-0.916, 0.202, 6.521], [-1.174, 0.301, 8.006], [-2.420, 1.166, 8.351], [-3.331, 0.605, 9.341], [-1.549, -0.830, 5.844], [-1.478, -0.999, 4.466], [-2.264, -2.134, 3.864], [-1.528, -3.486, 3.975], [-0.097, -3.479, 3.712], [-0.698, -0.087, 3.752], [-0.025, 0.970, 4.410], [0.793, 1.888, 3.533], [1.834, 2.394, 3.880], [0.289, 2.088, 2.149], [0.557, 3.250, 1.443], [0.137, 3.366, 0.124], [-0.528, 2.317, -0.513], [-0.945, 2.391, -1.961], [-0.685, 3.646, -2.550], [0.557, 3.656, -3.223], [-0.796, 1.156, 0.198], [-0.389, 1.049, 1.521], [-0.599, -0.204, 2.273], [-0.679, -1.258, 1.667], [3.859, 1.396, 6.960], [3.241, 2.622, 5.831], [2.757, 0.966, 5.637], [1.998, 2.797, 7.971], [1.640, 1.079, 7.895], [-0.241, 2.503, 7.396], [-0.305, 0.687, 8.533], [-1.327, -0.711, 8.383], [-2.080, 2.134, 8.716], [-2.988, 1.327, 7.436], [-2.845, 0.432, 10.213], [-3.682, -0.286, 9.014], [-2.157, -1.525, 6.415], [-2.551, -1.933, 2.837], [-3.186, -2.211, 4.446], [-1.671, -3.859, 4.990], [-2.000, -4.209, 3.309], [0.428, -3.186, 4.522], [0.129, -2.864, 2.941], [1.094, 4.059, 1.917], [0.327, 4.274, -0.429], [-0.363, 1.623, -2.487], [-1.988, 2.103, -2.089], [0.787, 4.684, -3.493], [1.367, 3.283, -2.591], [0.530, 3.054, -4.135], [-1.304, 0.327, -0.279], [5.694, 7.046, 9.459], [4.238, 7.314, 9.141], [3.932, 7.201, 7.732], [3.854, 5.741, 7.111], [3.109, 6.166, 5.579], [2.941, 4.964, 7.896], [5.176, 5.247, 6.878], [5.964, 6.010, 9.260], [5.877, 7.254, 10.513], [6.340, 7.682, 8.855], [3.573, 6.652, 9.699], [3.971, 8.339, 9.387], [2.113, 6.556, 5.767], [3.054, 5.245, 4.999], [3.737, 6.897, 5.078], [6.013, 5.148, -4.569], [6.893, 3.919, -4.481], [6.402, 2.934, -3.543], [5.144, 2.067, -3.980], [5.240, 0.855, -2.712], [5.417, 1.478, -5.256], [3.948, 2.832, -3.804], [5.038, 4.913, -4.993], [6.495, 5.891, -5.205], [5.854, 5.577, -3.580], [7.025, 3.444, -5.454], [7.879, 4.177, -4.099], [6.158, 0.288, -2.834], [4.370, 0.213, -2.835], [5.207, 1.356, -1.749], [-7.221, 0.400, -3.095], [-7.154, 0.734, -4.570], [-6.070, 1.636, -4.900], [-4.598, 1.047, -4.906], [-3.805, 2.399, -5.702], [-4.570, -0.106, -5.757], [-4.115, 0.946, -3.565], [-6.355, -0.175, -2.774], [-8.118, -0.189, -2.901], [-7.259, 1.311, -2.497], [-7.066, -0.162, -5.185], [-8.046, 1.269, -4.888], [-4.192, 2.491, -6.713], [-2.742, 2.168, -5.714], [-3.988, 3.299, -5.122], [-5.893, -2.438, -7.496], [-4.830, -3.499, -7.327], [-5.177, -4.504, -6.340], [-6.270, -5.579, -6.736], [-5.980, -6.691, -5.404], [-5.894, -6.189, -7.975], [-7.579, -5.018, -6.600], [-6.808, -2.847, -7.923], [-5.519, -1.657, -8.158], [-6.134, -1.991, -6.535], [-4.597, -3.998, -8.268], [-3.911, -3.060, -6.944], [-4.978, -7.100, -5.499], [-6.726, -7.477, -5.488], [-6.102, -6.151, -4.469], [0.843, -1.961, -5.499], [-0.108, -2.699, -4.583], [0.408, -2.852, -3.237], [0.421, -1.584, -2.286], [0.783, -2.417, -0.786], [-0.903, -1.032, -2.250], [1.515, -0.727, -2.633], [0.969, -0.923, -5.195], [0.449, -1.978, -6.516], [1.823, -2.437, -5.491], [-1.085, -2.215, -4.532], [-0.251, -3.721, -4.929], [-0.042, -3.074, -0.527], [0.889, -1.641, -0.035], [1.712, -2.969, -0.912], [4.447, -7.761, -3.555], [3.112, -8.294, -4.030], [1.989, -7.768, -3.281], [1.553, -6.270, -3.568], [0.015, -6.298, -2.718], [1.333, -6.115, -4.975], [2.444, -5.377, -2.893], [4.543, -6.694, -3.743], [5.248, -8.278, -4.083], [4.565, -7.925, -2.484], [2.950, -8.096, -5.091], [3.047, -9.369, -3.877], [-0.653, -6.993, -3.217], [-0.374, -5.282, -2.763], [0.194, -6.589, -1.686]], "e_lumo_ev": -0.596, "multiplicity": 1}

=====

Entry 3:
{"formula": "C41H75N6O31P", "method": "the ωB97M-V functional and the def2-TZVPD basis", "species": ["C", "N", "O", "O", "H", "H", "H", "C", "N", "O", "O", "H", "H", "H", "C", "N", "O", "O", "H", "H", "H", "C", "C", "C", "O", "C", "O", "O", "H", "H", "H", "H", "H", "H", "C", "C", "C", "O", "C", "O", "O", "H", "H", "H", "H", "H", "H", "C", "C", "C", "O", "C", "O", "O", "H", "H", "H", "H", "H", "H", "C", "C", "C", "O", "C", "O", "O", "H", "H", "H", "H", "H", "H", "C", "C", "C", "O", "C", "O", "O", "H", "H", "H", "H", "H", "H", "C", "C", "C", "O", "C", "O", "O", "H", "H", "H", "H", "H", "H", "C", "C", "C", "O", "C", "O", "O", "H", "H", "H", "H", "H", "H", "C", "C", "C", "O", "C", "O", "O", "H", "H", "H", "H", "H", "H", "O", "P", "N", "C", "C", "N", "C", "C", "N", "C", "C", "H", "H", "H", "H", "H", "H", "H", "H", "H", "H", "H", "H", "H", "H", "H", "H", "H", "H"], "coordinates": [[11.203, -21.482, 20.963], [9.874, -21.196, 21.560], [8.959, -21.013, 20.784], [9.787, -21.137, 22.806], [11.368, -22.538, 20.745], [12.002, -21.064, 21.575], [11.222, -20.978, 19.997], [10.217, -22.950, 17.676], [9.665, -24.027, 18.537], [9.363, -23.658, 19.663], [9.558, -25.170, 18.077], [11.062, -22.621, 18.281], [9.491, -22.155, 17.503], [10.558, -23.353, 16.722], [13.927, -25.210, 19.970], [12.820, -26.147, 19.550], [11.776, -26.101, 20.210], [13.164, -27.076, 18.790], [14.164, -25.573, 20.970], [13.548, -24.188, 19.947], [14.737, -25.397, 19.265], [11.772, -17.954, 22.896], [10.430, -17.369, 23.148], [9.449, -17.550, 21.987], [8.276, -18.033, 22.607], [8.535, -18.347, 23.872], [7.750, -18.931, 24.651], [9.831, -18.046, 24.194], [12.505, -17.863, 23.697], [12.224, -17.497, 22.015], [11.778, -19.033, 22.742], [10.541, -16.339, 23.486], [9.876, -18.234, 21.254], [9.163, -16.578, 21.585], [9.619, -20.862, 26.487], [11.052, -21.332, 26.684], [12.042, -20.589, 25.786], [13.097, -20.352, 26.640], [12.720, -20.359, 27.848], [13.414, -20.037, 28.805], [11.461, -20.849, 27.945], [9.249, -21.117, 25.495], [9.521, -19.791, 26.666], [9.031, -21.453, 27.189], [11.279, -22.398, 26.650], [11.733, -19.676, 25.276], [12.402, -21.259, 25.005], [16.379, -18.645, 18.833], [15.091, -18.023, 19.212], [14.727, -16.771, 18.348], [13.353, -17.122, 18.012], [12.989, -18.348, 18.536], [11.894, -18.938, 18.485], [14.039, -18.896, 19.119], [16.659, -19.518, 19.422], [17.164, -17.892, 18.750], [16.377, -19.035, 17.816], [15.146, -17.702, 20.252], [15.372, -16.614, 17.484], [14.789, -15.918, 19.024], [7.104, -18.875, 19.548], [5.923, -18.334, 20.372], [5.557, -16.884, 20.183], [4.163, -16.895, 20.155], [3.733, -18.100, 19.855], [2.607, -18.405, 19.454], [4.769, -18.977, 19.859], [8.055, -18.726, 20.059], [7.200, -18.441, 18.553], [7.059, -19.961, 19.463], [6.033, -18.712, 21.388], [6.008, -16.528, 19.257], [5.944, -16.360, 21.057], [16.611, -20.783, 25.389], [15.735, -20.009, 24.377], [16.511, -19.077, 23.393], [15.998, -19.449, 22.173], [15.173, -20.454, 22.285], [14.534, -20.961, 21.354], [15.119, -20.899, 23.540], [17.263, -21.495, 24.881], [15.857, -21.337, 25.948], [17.230, -20.126, 26.001], [15.018, -19.413, 24.940], [17.546, -19.410, 23.465], [16.516, -18.000, 23.557], [4.622, -22.507, 21.378], [6.004, -22.554, 22.121], [6.272, -21.316, 22.952], [6.856, -21.844, 24.091], [6.507, -23.126, 24.190], [6.749, -23.762, 25.242], [5.834, -23.488, 23.119], [3.947, -22.019, 22.080], [4.343, -23.530, 21.125], [4.698, -21.884, 20.487], [6.893, -22.943, 21.625], [5.378, -20.731, 23.171], [6.917, -20.631, 22.402], [14.374, -26.961, 24.855], [13.307, -25.839, 25.015], [13.654, -24.476, 25.705], [13.254, -23.533, 24.806], [12.881, -24.134, 23.651], [12.595, -23.529, 22.599], [12.823, -25.384, 23.773], [14.865, -27.250, 25.785], [15.239, -26.608, 24.294], [14.034, -27.857, 24.336], [12.457, -26.246, 25.563], [14.734, -24.370, 25.806], [13.154, -24.401, 26.671], [9.382, -25.008, 22.511], [8.614, -26.054, 21.674], [9.333, -27.339, 21.265], [8.451, -28.302, 21.727], [7.601, -27.844, 22.539], [6.770, -28.582, 23.100], [7.692, -26.501, 22.670], [8.622, -24.340, 22.916], [10.064, -24.399, 21.918], [10.012, -25.394, 23.312], [8.193, -25.428, 20.886], [10.291, -27.527, 21.750], [9.403, -27.233, 20.182], [15.674, -22.006, 14.558], [15.813, -22.925, 15.734], [14.386, -22.994, 16.761], [13.365, -24.006, 16.629], [13.902, -21.741, 17.347], [16.924, -22.414, 17.007], [18.227, -21.808, 16.712], [16.745, -22.725, 18.468], [16.155, -24.571, 15.417], [16.061, -25.093, 14.087], [16.785, -25.527, 16.377], [12.574, -23.552, 16.032], [13.045, -24.176, 17.657], [13.731, -24.914, 16.151], [13.358, -21.927, 18.273], [13.199, -21.213, 16.704], [14.736, -21.116, 17.668], [19.015, -22.476, 17.058], [18.415, -21.575, 15.664], [18.390, -20.944, 17.357], [16.205, -22.004, 19.082], [16.266, -23.704, 18.471], [17.667, -22.878, 19.029], [16.767, -24.628, 13.399], [16.197, -26.174, 14.110], [15.036, -24.983, 13.732], [16.056, -26.271, 16.701], [17.305, -25.031, 17.196], [17.581, -26.074, 15.872]], "total_charge": -1, "e_lumo_ev": [1.110, 1.110], "multiplicity": 2, "s_squared": 0.754}